# 1
163
Properties=species:S:1:pos:R:3:mulliken_charge:R:1 method="wB97M-V/def2-TZVPD" total_charge=-1 lumo_ev=1.52
N 0.765 0.208 7.385 -0.29
H -1.319 -1.600 -9.810 0.16
C 1.947 -3.762 2.080 -1.22
H -1.426 -4.913 -0.626 -0.21
H 1.190 4.792 -4.223 0.23
H -3.718 -11.896 0.718 0.20
N 0.517 1.959 -5.606 -0.15
H 10.345 -1.652 -8.006 0.16
H -2.762 3.317 0.469 0.40
C 2.597 3.589 2.184 0.84
H 0.853 -2.400 3.388 0.34
N -5.261 2.550 6.777 -0.42
C -0.977 0.423 -2.549 -0.21
H -1.116 1.917 6.914 0.13
Ga -2.779 -5.286 0.185 0.34
N -1.141 1.472 7.813 -0.30
H 2.036 -4.852 1.953 0.33
H -2.728 6.363 1.940 0.19
C 3.494 -2.571 8.409 0.72
C -0.368 6.096 4.350 0.66
O -0.312 -0.087 -7.204 -0.62
C -6.772 -3.046 -2.750 0.56
C -3.687 7.789 0.728 0.51
H 3.306 -3.620 6.606 0.17
N -3.373 7.132 1.881 -0.21
N -3.344 -11.057 1.119 -0.39
H -2.362 6.625 -0.407 0.20
N 3.917 -3.150 7.247 -0.37
C 2.965 -3.460 -1.645 -1.12
C 1.311 -1.990 -3.057 -0.48
N 2.151 -2.670 8.653 -0.42
N -5.576 -3.325 -2.180 -0.12
N 0.860 4.150 -4.925 -0.46
O 4.257 -2.006 9.172 -0.65
C -1.696 0.943 -1.277 -0.86
O 5.785 -0.919 -1.743 -0.61
H 1.425 -0.467 7.731 0.19
C 8.804 -0.712 -6.940 0.60
H -4.787 -2.774 -2.464 0.10
H -0.932 -1.821 2.062 0.50
O -3.849 1.947 5.110 -0.61
H -1.992 8.768 -3.700 0.24
H -5.589 3.223 7.443 0.14
H -2.496 -6.431 1.301 -0.27
H -1.187 -2.986 0.766 -0.98
H -2.223 0.138 -0.745 0.36
H -1.877 1.715 8.450 0.16
C -0.234 0.549 8.246 0.61
H 2.606 1.574 1.937 0.19
H -4.602 -4.019 1.509 0.47
N -0.705 -1.115 -9.184 -0.42
H -5.432 -4.050 -1.496 0.06
C 3.083 -3.329 -0.116 -1.19
H 0.245 -0.946 -9.461 0.22
H -2.562 5.325 -4.332 0.17
N 9.056 -1.451 -5.820 -0.27
C -1.290 6.859 -3.684 0.72
H -1.056 1.364 0.779 0.40
H 3.423 -2.064 -3.253 0.34
H 4.039 0.617 -2.641 0.11
H 1.709 5.900 4.258 0.16
N -2.242 7.819 -3.912 -0.44
H 1.439 -2.122 0.699 -0.05
H -7.709 -4.560 -1.645 0.18
C -0.729 3.180 -0.349 -0.04
H 4.896 -3.095 7.037 0.19
H 2.224 -4.231 -1.921 0.44
H -3.696 -10.735 2.000 0.17
N 4.879 0.571 -3.193 -0.22
C 1.755 -3.175 0.662 1.21
C -0.567 -3.890 2.656 -0.65
H -1.139 7.878 4.954 0.23
H -1.379 0.915 -3.451 0.51
H 0.590 7.863 4.940 0.15
O 1.445 2.416 -3.599 -0.55
N 3.436 4.647 2.421 -0.45
C 0.843 -3.467 3.105 -0.71
H -1.007 -1.379 -3.811 0.39
H -1.167 -4.076 3.564 0.44
H 3.535 -4.267 0.243 0.51
H 0.556 -1.078 -1.282 -0.41
O -0.310 0.049 9.359 -0.67
H 2.880 -1.271 -1.774 0.18
O -1.973 -10.817 -0.670 -0.66
H 4.427 4.554 2.540 0.16
O -6.930 -2.164 -3.585 -0.70
H -8.715 -3.655 -2.724 0.20
O 1.397 3.729 2.035 -0.71
N 6.989 -0.293 -3.558 -0.43
H -2.225 -8.910 1.866 0.19
H -0.543 -4.843 2.106 0.18
C -0.753 1.632 -0.244 -0.61
H 7.095 0.242 -4.404 0.14
H -1.461 3.557 1.642 0.34
N -0.279 7.388 4.788 -0.41
H 3.940 -3.834 -2.002 0.38
H -3.950 4.702 6.686 0.14
N 0.816 5.466 4.122 -0.27
H 0.781 4.525 3.768 0.11
H 7.732 -0.892 -3.248 0.23
H 1.380 -1.076 -3.682 -0.12
H 4.184 2.222 2.230 0.14
H -3.859 -5.939 -0.852 -0.44
O -1.443 5.545 4.166 -0.65
H 1.103 -4.046 4.011 0.22
H 9.779 -2.141 -5.748 0.17
H 0.094 0.663 -2.459 0.10
N -3.040 7.366 -0.396 -0.18
H 2.909 -3.362 2.447 0.36
O -4.489 8.711 0.701 -0.70
C 0.174 -1.772 -2.049 1.15
H -3.026 -1.407 -8.189 0.16
H 9.446 -0.436 -8.848 0.23
C -3.688 -3.643 1.017 -0.75
O 7.919 0.124 -6.972 -0.63
H -2.677 -0.619 -6.691 0.22
H -3.158 7.624 -4.269 0.16
H 0.109 2.246 -6.474 0.13
N 9.611 -0.968 -8.013 -0.40
H 3.776 -2.493 0.074 0.36
O -0.186 7.131 -3.244 -0.66
C -4.224 2.782 5.907 0.65
H -3.824 7.446 2.720 0.16
H 0.870 0.577 6.459 0.14
H -0.976 4.870 -3.793 0.14
H -3.261 7.835 -1.254 0.10
N -3.648 4.019 6.018 -0.32
H 3.021 5.559 2.458 0.22
H 8.459 -1.268 -5.035 0.22
C -1.055 -1.110 -2.741 -1.01
N 3.198 2.366 2.119 -0.39
N -7.813 -3.831 -2.325 -0.38
C 2.703 -2.149 -2.420 -0.38
C 0.982 2.810 -4.654 0.56
C -2.371 -10.399 0.405 0.66
C 5.871 -0.255 -2.759 0.62
H 1.506 -3.132 8.040 0.17
C -1.347 -2.822 1.843 0.88
C -1.775 3.784 0.613 -0.44
H -5.705 1.652 6.728 0.24
H -3.989 -2.911 0.252 0.22
C -1.084 -0.670 -7.949 0.59
H 0.269 1.246 -0.388 0.23
H 0.583 0.975 -5.417 0.16
H 0.248 3.511 0.007 0.27
H 0.458 4.516 -5.767 0.14
H -1.985 -1.540 -2.343 0.01
N -1.663 5.583 -3.970 -0.34
H 4.937 1.116 -4.032 0.15
C -2.872 -2.866 2.101 -1.09
H -2.885 4.248 5.400 0.23
H -2.428 1.707 -1.587 0.46
H 0.998 -3.782 0.140 -0.16
H -3.236 -1.821 2.111 0.25
H 1.804 -2.256 9.502 0.21
H -3.110 -3.257 3.104 0.34
N -1.901 -9.267 0.987 -0.31
H 1.089 -2.815 -3.756 0.29
N -2.376 -0.924 -7.599 -0.36
H -0.928 3.493 -1.384 -0.07
H -1.201 -8.743 0.493 0.13
H -1.868 4.873 0.493 -0.62
H -0.144 -2.723 -1.599 -0.18


# 2
166
Properties=species:S:1:pos:R:3:mulliken_spin:R:1 method="wB97M-V/def2-TZVPD" total_charge=+1 multiplicity=2 lumo_ev="-2.05 / -7.16"
H -5.783 4.678 -1.679 0.00
C -1.802 2.802 -0.708 0.01
H 0.844 -0.863 -3.779 0.02
H -6.169 5.388 -0.261 0.00
H -0.001 -1.399 -8.215 0.00
C -7.906 4.209 -0.991 0.00
H -2.405 2.042 4.131 0.00
H -1.605 5.806 -0.455 0.00
H 0.655 6.964 1.300 0.00
H 0.678 4.854 -1.691 0.00
H -0.859 2.288 -2.831 -0.01
H -1.184 -1.030 -2.195 0.01
H 0.750 -4.549 -1.124 0.00
N 5.636 0.427 3.778 0.00
H 2.357 -8.815 1.668 0.00
H 6.794 -4.844 -5.178 0.00
C -3.134 5.407 1.701 0.00
C -3.336 -0.743 1.255 0.00
H 2.098 5.324 0.429 0.00
C 1.080 -4.196 -0.147 0.00
H 6.550 -5.573 -3.496 0.00
C 0.325 6.490 0.376 0.00
H 2.149 -4.040 -0.296 0.00
H 6.547 -3.559 -1.615 0.00
C 1.345 -6.445 0.799 0.00
H -5.979 -1.085 1.755 0.00
H 6.224 0.801 4.509 0.00
O -1.121 -0.543 -6.739 0.00
O 0.834 -5.145 0.934 0.00
O -2.451 2.284 3.206 0.00
C -5.456 -2.023 1.570 0.00
C -3.933 -1.912 1.968 0.00
H 6.394 -1.281 -2.372 0.00
N 1.364 -8.725 1.825 0.00
H 0.698 4.582 0.867 0.00
C -0.210 1.201 0.217 0.00
H 0.466 2.037 0.395 0.00
O -1.675 5.416 1.517 0.00
H 2.420 -6.349 0.648 0.00
H 4.602 1.499 0.264 0.00
H -8.429 5.803 -2.403 0.00
H -3.540 5.225 0.706 0.00
C -1.842 -0.817 -3.038 0.02
H 4.568 -0.534 -3.340 0.00
H -3.591 6.361 1.964 0.00
H -3.824 0.218 1.417 0.00
O 6.522 -3.457 -3.739 0.00
H 0.437 -0.226 -5.202 -0.01
O 3.870 1.917 -0.189 0.00
H -7.642 3.541 0.748 0.00
H 6.122 -1.442 4.375 0.00
H -6.367 2.022 -1.714 0.00
H 0.696 6.996 -1.755 0.00
O -0.935 2.243 -3.784 0.12
H -8.994 2.953 0.131 0.00
H -5.569 -2.219 0.504 0.00
C 0.978 -7.335 2.008 0.00
H -1.795 7.147 0.486 0.00
C -8.727 5.475 -1.407 0.00
H 4.618 -5.010 2.707 0.00
H 5.930 -1.855 -0.173 0.00
H 1.492 -5.848 3.520 0.00
H 3.960 2.468 -1.923 0.00
C 5.512 -1.892 -2.183 0.00
H 3.350 2.315 0.509 0.00
O -5.987 -3.154 2.333 0.00
C -5.489 2.261 -1.114 0.00
H -0.778 4.414 2.548 0.00
C 6.920 -4.744 -4.100 0.00
H -0.814 -1.290 4.995 0.00
H -1.054 -2.534 -7.444 0.00
C -7.391 -3.341 2.325 0.00
H 1.022 -6.910 -0.133 0.00
H 2.133 -1.473 0.699 0.00
O 0.824 4.643 -2.613 0.00
H -0.763 2.972 3.009 0.00
N -8.498 3.818 0.288 0.00
C 0.641 -0.053 -0.115 0.00
H -3.841 -1.873 3.053 0.00
H 0.376 -1.978 -6.603 0.00
H 1.358 -7.426 4.269 0.00
H 5.057 -4.074 -2.470 0.00
H -7.756 -3.641 1.343 0.00
H 1.626 3.220 2.306 0.00
H 2.754 -6.980 3.135 0.00
H 1.690 -1.424 -2.080 0.00
H -0.111 -2.020 3.870 0.00
H -4.746 2.554 -1.856 0.00
N 0.134 -0.314 -4.243 0.74
H -3.343 2.059 2.943 0.00
H -5.220 1.283 -0.715 0.00
H 4.838 1.031 3.641 0.00
H 1.762 4.463 -2.672 0.00
N -3.221 -3.107 1.694 0.00
H 1.932 7.524 -0.587 0.00
H -2.282 -3.010 2.053 0.00
H -8.094 3.404 -1.701 0.00
H -0.099 -7.286 2.164 0.00
H 4.966 -1.922 -3.975 0.00
H 5.470 -3.751 1.876 0.00
H -0.848 -2.099 -4.377 0.06
O 1.712 0.901 3.947 0.00
H 4.212 -2.279 -0.635 0.00
H -2.414 0.106 -2.952 0.00
C 4.543 -3.964 2.408 0.00
H -2.605 -1.592 -2.968 0.00
H -3.513 4.740 2.476 0.00
H 3.942 3.907 -2.394 0.00
O -0.042 -1.247 4.430 0.00
C 1.692 -6.909 3.369 0.00
H -1.183 1.336 -3.963 -0.01
H -2.743 -1.447 -5.800 0.00
H 0.946 0.803 -1.879 0.00
H 3.484 -1.132 3.064 0.00
C 4.465 -0.784 5.552 0.00
H 1.474 -0.024 4.012 0.00
H 2.353 1.980 2.780 0.00
H -8.622 6.250 -0.648 0.00
H -3.289 -1.027 0.204 0.00
H 1.016 -0.873 1.867 0.00
O 2.320 2.609 2.059 0.00
H 0.643 -3.228 0.097 0.00
H -0.775 1.149 1.147 0.00
H 4.760 -0.570 -0.682 0.00
H 2.253 0.783 -0.945 0.01
O 4.390 -3.106 3.591 0.00
H -2.369 2.956 -1.626 0.00
N 1.508 0.198 -1.298 0.00
H -9.786 5.226 -1.354 0.00
C 5.061 -1.613 -0.785 0.00
H 2.761 -2.167 -2.851 0.00
H 2.296 0.171 1.392 0.00
H -1.180 3.687 -0.580 0.00
O -0.188 3.715 2.831 0.00
H 7.994 -4.812 -3.926 0.00
H 0.421 8.384 -0.705 0.00
H 1.248 1.320 4.671 0.00
C -1.187 6.243 0.452 0.00
H 3.866 -1.672 5.751 0.00
H 3.661 -0.048 5.521 0.00
H 4.924 -1.562 2.208 0.00
C -0.439 -1.655 -7.251 0.00
H -7.765 -4.107 3.004 0.00
C -1.961 -0.714 -5.601 0.01
C -1.113 -1.043 -4.320 0.00
H -0.079 -0.857 -0.268 0.00
H -3.561 -3.961 2.112 0.00
O -1.038 1.603 -0.911 0.00
H -2.338 -0.513 1.628 0.00
H 3.670 -3.963 1.755 0.00
C 1.601 -0.570 0.998 0.00
N 4.553 -1.525 -3.143 0.00
O 4.031 3.008 -2.711 0.00
O 1.837 -2.211 -2.604 0.02
H 0.963 -9.003 0.941 0.00
C 4.416 -1.689 3.164 0.00
H -7.766 -2.380 2.679 0.00
C 0.863 7.389 -0.752 0.00
O -5.693 3.333 -0.129 0.00
C -6.360 4.451 -0.782 0.00
C 5.198 -0.890 4.203 0.00
C 5.859 -3.337 -2.431 0.00
H -2.426 2.791 0.186 0.00
N 1.124 5.201 0.192 0.00
H -2.451 0.259 -5.570 0.01
H 5.060 -0.694 6.461 0.00


| no. | energy (hartree) | largest force on an atom (eV/Å) |
| --- | --- | --- |
| 1 | -5563.46698 | 0.88 |
| 2 | -3075.84404 | 3.32 |